No. 1
This record from the Open Molecules 2025 dataset describes a molecular structure, C50H94AgFN3O14 at a distorted geometry. The level of theory is the ωB97M-V functional and the def2-TZVPD basis.

Last column: Mulliken charge in e.
Positions of all 163 atoms, in Å:
Ag: 0.46843 -4.71362 2.23607  0.571
F: -1.50648 -4.29372 2.98719  -0.738
C: -1.26347 -1.84071 1.04656  -1.287
C: -0.13234 -2.16723 0.03043  3.058
C: 0.82192 -0.98134 -0.07417  -0.257
O: 0.45818 -3.33273 0.37462  -0.620
H: -1.82263 -1.00248 0.61111  0.310
H: -0.84489 -1.38478 1.94595  0.078
H: -1.90651 -2.69105 1.24603  -0.093
H: -0.64679 -2.23287 -0.94446  -0.517
H: 1.24378 -0.66628 0.88255  0.039
H: 0.33680 -0.10715 -0.51028  -0.811
H: 1.60171 -1.29492 -0.77397  0.211
C: -2.02170 2.88126 7.55266  -1.836
C: -1.44776 3.13605 6.14095  1.390
C: -0.14403 2.31162 5.96677  -1.265
C: -0.40737 0.84249 5.70527  -0.566
C: -1.15505 0.73377 4.38931  -0.084
C: -2.52920 1.38427 4.55469  1.840
N: -2.34283 2.75299 5.05027  1.380
O: -3.54644 3.48903 5.05559  -0.584
C: -3.14968 1.49339 3.16047  -1.502
C: -3.46733 0.56851 5.46072  -1.678
C: -1.04152 4.60209 5.96042  -1.914
H: -1.78934 1.86831 7.87276  0.354
H: -3.10698 2.98647 7.47171  0.339
H: -1.71574 3.63582 8.27556  0.439
H: 0.41954 2.79190 5.16148  0.417
H: 0.45568 2.43563 6.87327  0.321
H: -0.97255 0.32810 6.48088  0.516
H: 0.55815 0.33713 5.60387  -0.069
H: -1.26539 -0.29729 4.04446  0.146
H: -0.62398 1.26775 3.59134  -0.385
H: -2.56862 2.20815 2.56571  0.097
H: -3.03712 0.56872 2.58928  -0.255
H: -4.16647 1.87850 3.17232  0.587
H: -3.39946 -0.46951 5.12590  0.107
H: -3.19622 0.65461 6.50993  0.377
H: -4.50648 0.88038 5.36141  0.399
H: -0.34768 4.84522 6.76655  0.445
H: -1.89949 5.26948 6.05507  0.443
H: -0.58446 4.73108 4.97982  0.254
H: -3.42971 4.12597 4.34380  0.321
C: -4.29579 2.66402 -4.10263  -1.771
C: -3.14860 2.28341 -5.07141  1.693
C: -1.82434 2.82425 -4.53000  -1.805
C: -1.18914 1.96654 -3.44557  -0.131
C: -1.13072 0.50282 -3.84015  -0.168
C: -2.45346 -0.09962 -4.32370  2.260
N: -3.09127 0.82275 -5.25785  0.210
O: -4.33584 0.29840 -5.66195  -0.510
C: -2.11972 -1.41081 -5.02329  -1.844
C: -3.34825 -0.35794 -3.09774  -1.766
C: -3.45011 2.89681 -6.43602  -1.824
H: -4.00752 2.68050 -3.05267  0.267
H: -5.17521 2.05349 -4.29831  0.328
H: -4.60853 3.68469 -4.34203  0.521
H: -1.15555 3.09477 -5.35232  0.369
H: -2.08105 3.80520 -4.11282  0.414
H: -1.73772 2.14392 -2.51706  -0.145
H: -0.20408 2.41844 -3.29368  0.526
H: -0.81562 -0.00693 -2.92102  -0.556
H: -0.34549 0.33125 -4.58241  0.445
H: -2.94121 -2.12884 -4.97401  0.347
H: -1.90400 -1.24933 -6.08266  0.486
H: -1.22289 -1.89593 -4.63163  0.106
H: -3.47460 0.48586 -2.42283  0.278
H: -4.32337 -0.68846 -3.46088  0.460
H: -2.96385 -1.20172 -2.51148  0.188
H: -4.26504 2.38381 -6.94701  0.391
H: -2.57420 2.86434 -7.08559  0.404
H: -3.79247 3.92689 -6.32854  0.386
H: -4.22306 0.05836 -6.58684  0.361
C: 8.06750 1.91322 -3.05316  -2.010
C: 6.87095 1.10346 -2.58593  1.683
C: 7.39293 -0.08434 -1.76991  -1.451
C: 6.29209 -0.81251 -0.99221  0.077
C: 5.60480 0.24315 -0.14679  -1.047
C: 4.96284 1.39011 -0.91534  1.953
N: 5.98334 1.94381 -1.78249  0.136
O: 5.56100 3.08498 -2.48996  -0.441
C: 3.68831 0.93619 -1.66785  -0.410
C: 4.56038 2.40170 0.15875  -1.854
C: 6.16904 0.53262 -3.84539  -1.395
H: 7.74106 2.74213 -3.68291  0.418
H: 8.79851 1.32755 -3.61074  0.410
H: 8.61589 2.37012 -2.22545  0.439
H: 7.88022 -0.83750 -2.39419  0.444
H: 8.17063 0.26598 -1.08467  0.422
H: 6.71371 -1.55093 -0.31118  0.465
H: 5.58842 -1.26170 -1.69468  -0.398
H: 6.29097 0.63806 0.61055  0.699
H: 4.85359 -0.22808 0.50522  -0.477
H: 2.78113 1.26547 -1.16171  0.057
H: 3.61232 1.36149 -2.67454  0.045
H: 3.65280 -0.13686 -1.87249  -0.145
H: 4.10624 3.30576 -0.26039  0.407
H: 3.92713 1.95316 0.92151  0.118
H: 5.46200 2.84625 0.59228  0.541
H: 5.38463 1.19765 -4.22026  0.224
H: 5.64670 -0.42055 -3.72196  0.183
H: 6.87311 0.39362 -4.66571  0.470
H: 4.85154 2.76043 -3.06690  0.432
O: 2.58497 -4.93144 -6.23559  -0.570
C: 2.53916 -4.20133 -5.29281  0.350
O: 3.45356 -4.20633 -4.30235  -0.396
C: 2.94133 -3.54190 -3.14131  -0.194
C: 1.85990 -2.58859 -3.63927  0.841
C: 1.43961 -3.19432 -5.00204  -0.398
H: 3.76745 -3.05684 -2.62245  0.027
H: 2.55921 -4.28633 -2.43693  0.229
H: 2.33279 -1.64050 -3.89867  0.132
H: 1.01722 -2.49218 -2.96061  -0.489
H: 1.33198 -2.38270 -5.71281  0.371
H: 0.50167 -3.73506 -4.87446  0.144
O: -3.54743 -6.35568 0.53240  -0.490
C: -3.31473 -5.88585 -0.53019  0.146
O: -3.50728 -6.55035 -1.69351  -0.398
C: -2.77141 -5.93227 -2.74825  -0.497
C: -2.51792 -4.47386 -2.30766  0.247
C: -2.83769 -4.47521 -0.80132  0.955
H: -3.29278 -5.99196 -3.69953  0.342
H: -1.81866 -6.45885 -2.84182  0.242
H: -3.17194 -3.77811 -2.83615  0.031
H: -1.50756 -4.17882 -2.59986  -0.184
H: -3.50611 -3.64863 -0.57999  0.278
H: -1.94208 -4.33880 -0.19411  -0.623
O: -4.33642 -5.00670 3.17971  -0.509
C: -4.80953 -3.93269 3.02007  0.124
O: -5.97422 -3.73471 2.34678  -0.389
C: -6.33956 -2.35683 2.23402  -0.517
C: -5.14553 -1.58076 2.83286  -0.017
C: -4.25013 -2.60510 3.53641  0.430
H: -7.24881 -2.22510 2.81650  0.289
H: -6.41096 -2.10122 1.18102  0.294
H: -5.44128 -0.66144 3.33992  0.280
H: -4.60384 -1.17482 1.96901  -0.077
H: -4.45215 -2.62559 4.60703  0.413
H: -3.21885 -2.44858 3.24388  -0.340
O: 1.54092 -3.15041 3.58169  -0.581
C: 2.29063 -2.21611 3.65105  0.338
O: 2.24863 -1.36971 4.68863  -0.288
C: 3.40015 -0.53143 4.68552  -0.737
C: 3.83609 -0.47651 3.22318  0.105
C: 3.41574 -1.83516 2.70097  -0.007
H: 4.18639 -0.95722 5.31886  0.282
H: 3.21101 0.44994 5.11537  0.456
H: 4.83070 -0.06046 3.06451  0.553
H: 3.25449 0.36131 2.81059  -0.354
H: 4.20717 -2.58449 2.76334  0.530
H: 3.03561 -1.84444 1.68071  -0.204
O: -1.82165 5.74454 0.36392  -0.618
C: -1.23149 4.73144 0.58197  0.313
O: -1.44165 3.58250 -0.09896  -0.449
C: -0.64208 2.52524 0.40917  2.005
C: 0.52740 3.20818 1.13671  -0.024
C: -0.10845 4.51275 1.58886  -0.039
H: -0.26238 1.90148 -0.39875  -0.847
H: -1.16652 1.84083 1.07857  -0.713
H: 1.38394 3.31748 0.47023  0.066
H: 0.86302 2.59431 1.97482  0.028
H: 0.49509 5.40089 1.72711  0.469
H: -0.69428 4.30610 2.49669  -0.251

- multiplicity = 2
- LUMO (spin up / spin down) (eV) = -0.499 / -2.804
- E_tot (hartree) = -3425.78693
- Kohn-Sham gap (spin up / spin down) (eV) = 8.0 / 5.7
- HOMO level (spin up / spin down) (eV) = -8.50 / -8.50


No. 2
This record from the Open Molecules 2025 dataset describes 8 unconnected molecules or ions with the total composition C11H38N10O11 at a distorted geometry. The level of theory is the ωB97M-V functional and the def2-TZVPD basis.

Last column: natural (NBO) charge in e.
Positions of all 70 atoms, in Å:
N: 0.49602 -1.65670 0.27201  -0.831
C: -0.51546 -0.77994 0.21468  0.804
N: -0.66257 -0.03338 1.35282  -0.855
O: -1.23737 -0.71678 -0.79409  -0.742
H: 1.07838 -1.55287 1.08650  0.377
H: 0.87903 -2.12413 -0.53528  0.424
H: 0.11494 0.08993 1.99261  0.417
H: -1.14783 0.82454 1.12256  0.403
N: 2.33492 -3.32150 -1.86349  -0.884
C: 1.84521 -3.60258 -3.10728  0.772
N: 2.58450 -3.07918 -4.12256  -0.853
O: 0.90339 -4.37294 -3.24914  -0.642
H: 2.10021 -4.00085 -1.16096  0.426
H: 3.13206 -2.70473 -1.90321  0.386
H: 3.31414 -2.39471 -4.06161  0.383
H: 2.40995 -3.37922 -5.06589  0.409
N: -3.39588 2.26728 2.52565  -0.823
C: -2.37262 3.15422 2.57980  0.796
N: -2.71733 4.38543 2.96218  -0.819
O: -1.23510 2.84711 2.18010  -0.731
H: -4.25765 2.60723 2.91253  0.377
H: -3.46633 1.45516 1.94216  0.425
H: -3.62543 4.63274 3.29847  0.402
H: -1.94071 5.02775 2.96942  0.412
N: -5.71257 -2.42011 -1.51999  -0.844
C: -4.63963 -2.39243 -0.69601  0.764
N: -4.13582 -1.15762 -0.46195  -0.893
O: -4.18646 -3.42383 -0.18784  -0.662
H: -6.11648 -3.31303 -1.73454  0.417
H: -5.82771 -1.55130 -2.00815  0.389
H: -4.70498 -0.33472 -0.45962  0.379
H: -3.12598 -1.09126 -0.39940  0.433
N: 4.01831 -1.72323 1.17221  -0.854
C: 4.75543 -2.19713 0.13025  0.758
N: 4.65732 -1.47471 -1.01985  -0.854
O: 5.65524 -3.04125 0.18607  -0.653
H: 3.39838 -0.94263 1.08147  0.398
H: 4.32536 -2.10243 2.05225  0.421
H: 3.80252 -0.93438 -1.03011  0.381
H: 5.14968 -1.83208 -1.81812  0.415
O: 3.46079 2.90808 3.30353  -0.721
C: 2.66904 1.78389 2.94038  -0.099
C: 1.77590 1.22203 4.03180  -0.083
O: 1.11666 0.03866 3.56209  -0.752
H: 2.84071 3.64667 3.19931  0.493
H: 1.99933 2.03340 2.11198  0.189
H: 3.37487 1.03790 2.57402  0.160
H: 1.03411 1.96795 4.33052  0.164
H: 2.33363 0.97983 4.94026  0.167
H: 0.59592 -0.32344 4.28456  0.488
O: 2.01532 5.16267 2.45244  -0.743
C: 2.18908 5.06461 1.04683  -0.099
C: 1.00281 4.53467 0.23244  -0.085
O: 0.72929 3.18255 0.48570  -0.755
H: 1.41360 5.89359 2.61243  0.475
H: 2.45054 6.07513 0.70276  0.159
H: 3.10738 4.52785 0.80409  0.195
H: 1.29272 4.73782 -0.80218  0.180
H: 0.14105 5.19801 0.37555  0.148
H: 0.04962 3.09594 1.19433  0.512
O: -3.58975 -4.17871 -4.67328  -0.714
C: -3.32844 -2.81430 -4.44796  -0.085
C: -2.22159 -2.53706 -3.40279  -0.099
O: -2.16776 -1.08791 -3.30571  -0.770
H: -3.03125 -4.45687 -5.40497  0.464
H: -3.29013 -2.19464 -5.35117  0.165
H: -4.25566 -2.37475 -4.05877  0.159
H: -1.25062 -2.84653 -3.79379  0.171
H: -2.41332 -2.96432 -2.42010  0.187
H: -1.97493 -0.95247 -2.35895  0.503

- relative energy (zero: lowest compared OMol25 entry of this formula, charge and spin) (kcal/mol) = 28.7
- LUMO (eV) = -0.169
- structure (SMILES) = NC(N)=O.NC(N)=O.NC(N)=O.NC(N)=O.NC(N)=O.OCCO.OCCO.OCCO
- E_tot (hartree) = -1817.23591
- Kohn-Sham gap (eV) = 8.5
- HOMO level (eV) = -8.71